A cluster of 2 separate species, FHNO3S in total at a distorted geometry, computed with ωB97M-V with the def2-TZVPD basis set.

Each atom is followed by the atoms it is bonded to, with distances in Å.
Geometry (Å):
1 F -1.69 1.10 1.17  N6 1.380
2 O 1.40 -0.57 -1.52  S4 1.472
3 O 1.29 -1.95 0.55  S4 1.496
4 S 1.04 -0.62 -0.10  O2 1.472, O3 1.496, O5 1.438
5 O 1.61 0.45 0.67  S4 1.438
6 N -2.04 0.52 -0.03  F1 1.380, H7 1.018
7 H -1.59 1.08 -0.75  N6 1.018

Output
Net charge = -1
Highest occupied orbital energy (spin up / spin down) = -3.68 / -5.13 eV
DFT total energy = -21198.856 eV
Max |F| = 2.4 eV/Å
Lowest unoccupied orbital energy (spin up / spin down) = 2.77 / 3.68 eV
Multiplicity = 1